C56H54FOP4Pd | the ωB97M-V functional and the def2-TZVPD basis

Its spin multiplicity is 5. The LUMO energy (alpha / beta) comes out at -7.00 / -10.72 eV. Its expectation value of S² is 6.0552. Its charge is +3. The calculation puts the relative energy (zero: lowest compared OMol25 entry of this formula, charge and spin) at 28.0 kJ/mol.

CARTESIAN COORDINATES (ANGSTROEM)
Pd  0.6029  -0.4615  0.5608
C  3.0828  0.3838  3.0936
P  2.0791  -0.9685  2.3166
C  3.2598  -2.3376  2.1953
C  0.9038  -1.5285  3.6063
C  1.2146  -1.4286  4.9657
C  0.3313  -1.9338  5.8918
C  -0.8303  -2.6039  5.4749
C  -1.1682  -2.6764  4.1300
C  -0.2571  -2.1844  3.1721
P  -0.5174  -2.4468  1.3589
C  0.1447  -4.1130  1.0796
C  -2.2996  -2.7352  1.0381
H  2.4533  1.2209  3.3750
H  3.7809  0.7222  2.3076
H  3.6199  -0.0262  3.9866
H  3.5163  -2.6919  3.1789
H  4.1541  -1.9298  1.7543
H  2.8777  -3.1039  1.5515
H  2.1233  -0.9171  5.3112
H  0.5233  -1.8531  6.9614
H  -1.4837  -3.0444  6.2520
H  -2.0676  -3.2478  3.8591
H  -0.3747  -4.9099  1.6767
H  1.2004  -4.0833  1.3583
H  0.0224  -4.4316  0.0613
H  -2.7260  -3.6180  1.5617
H  -2.3235  -3.0048  -0.0175
H  -2.9701  -1.8375  1.1519
C  3.2866  4.5092  -1.5138
C  1.8456  4.1417  -1.9611
C  1.2766  5.1100  -2.9881
C  0.9058  4.1202  -0.7525
C  0.5685  5.3131  -0.1140
C  -0.1823  5.3753  1.0621
C  -0.7690  4.2162  1.5356
C  -0.5268  3.0013  0.8681
P  -1.4413  1.6191  1.6005
C  -1.5096  1.7200  3.3821
C  -0.2495  1.7776  4.0068
C  -0.2012  1.8521  5.4075
C  -1.4077  1.8358  6.1172
C  -2.6491  1.7981  5.4582
C  -2.7061  1.7207  4.0840
C  -3.0638  1.4347  0.9027
C  -3.9878  0.5334  1.4432
C  -5.1792  0.3383  0.8328
C  -5.4556  0.9110  -0.4008
C  -4.5441  1.8315  -0.9383
C  -3.3518  2.1107  -0.2793
C  0.3904  2.9447  -0.2336
O  0.7810  1.6866  -0.6765
C  1.5799  1.5862  -1.8808
C  1.9524  0.3415  -2.3713
C  2.6614  0.2511  -3.5638
C  2.9920  1.3597  -4.2983
C  2.6961  2.5711  -3.7108
C  1.9917  2.7331  -2.5116
P  1.7913  -1.1624  -1.4665
C  0.9584  -2.4403  -2.4223
C  1.0795  -3.8091  -2.1228
C  0.3678  -4.6863  -2.9381
C  -0.3689  -4.2186  -4.0218
C  -0.4393  -2.8650  -4.3202
C  0.1547  -1.9834  -3.4777
C  3.5052  -1.6006  -1.0595
C  4.2683  -0.5583  -0.4883
C  5.5244  -0.8263  -0.0264
C  6.1243  -2.0970  -0.2264
C  5.3694  -3.1132  -0.8264
C  4.0706  -2.8446  -1.2602
H  3.3298  5.4609  -1.0234
H  3.9704  4.5332  -2.3540
H  3.6485  3.7535  -0.8035
H  1.2522  6.0815  -2.5424
H  0.3403  4.8339  -3.4054
H  2.0023  5.2730  -3.7826
H  1.0319  6.2278  -0.4688
H  -0.3530  6.3446  1.5108
H  -1.4468  4.3032  2.4025
H  0.6290  1.7471  3.3791
H  0.7817  1.8082  5.8986
H  -1.4199  1.9293  7.2099
H  -3.5647  1.8113  6.0077
H  -3.6167  1.7056  3.5507
H  -3.7509  0.0187  2.3694
H  -5.9046  -0.3598  1.2696
H  -6.3878  0.7201  -0.9294
H  -4.7733  2.3665  -1.8251
H  -2.6328  2.8299  -0.6609
H  2.9249  -0.7700  -3.8846
H  3.5142  1.2264  -5.2417
H  3.0975  3.4580  -4.2122
H  1.8018  -4.1312  -1.3836
H  0.4629  -5.7711  -2.8201
H  -0.8236  -4.9220  -4.7242
H  -0.9952  -2.5168  -5.2042
H  0.1370  -0.9191  -3.6869
H  3.8757  0.3968  -0.4295
H  6.1071  -0.0418  0.4244
H  7.1476  -2.2906  0.1169
H  5.8492  -4.0582  -1.0053
H  3.5012  -3.6483  -1.6721
F  -6.3464  -1.8916  -5.4209
C  -5.3924  -1.4500  -4.6174
C  -5.2449  -2.0881  -3.3984
C  -4.2525  -1.6263  -2.5479
C  -3.4343  -0.5653  -2.9352
C  -2.3567  -0.1420  -2.1080
C  -3.6117  0.0361  -4.1965
C  -4.5957  -0.3983  -5.0442
H  -5.9015  -2.8976  -3.1478
H  -4.0760  -2.0787  -1.5986
H  -1.6585  0.6298  -2.4274
H  -2.1123  -0.5956  -1.1336
H  -3.0265  0.8862  -4.5406
H  -4.7086  0.0331  -6.0266

***

C25H32IrN3O6P | the ωB97M-V functional and the def2-TZVPD basis

Its spin multiplicity is 6. The LUMO energy (alpha / beta) comes out at -12.10 / -15.41 eV. Its expectation value of S² is 8.8103. Its charge is +4.

CARTESIAN COORDINATES (ANGSTROEM)
Ir  0.4988  -0.1445  0.7655
O  -1.1069  3.6314  1.7485
C  -0.6742  2.5072  1.2781
O  -0.1405  1.6339  1.9730
C  -0.8596  2.3333  -0.1889
C  -1.4133  3.3392  -0.9293
C  -1.5337  3.1539  -2.3149
C  -1.0963  1.9835  -2.8600
C  -0.5401  0.9524  -2.0505
N  -0.4175  1.1484  -0.6988
C  -0.1701  -0.2513  -2.6868
O  -0.1000  -0.4370  -3.9936
O  0.1411  -1.3789  -2.0050
H  -0.9505  3.7336  2.7053
H  -1.7402  4.2508  -0.4510
H  -1.9788  3.9204  -2.9361
H  -1.2365  1.8382  -3.9219
H  -0.2018  0.3641  -4.5264
O  7.2637  -1.2501  2.4999
C  6.2859  -1.6757  3.4000
C  4.9611  -1.3122  2.7997
C  4.8789  -0.7613  1.5324
C  3.6188  -0.4243  0.9860
N  2.4772  -0.6139  1.6234
C  2.5320  -1.1342  2.8893
C  3.7614  -1.4940  3.4884
C  1.2780  -1.2886  3.5432
C  1.1619  -1.5685  4.9403
C  -0.0916  -1.6942  5.5291
C  -0.2610  -1.9839  6.9908
O  -1.6276  -2.1825  7.1949
C  -1.1892  -1.5443  4.6985
C  -1.0052  -1.2487  3.3184
N  0.1782  -1.1215  2.7551
H  8.1500  -1.4606  2.8219
H  6.3667  -1.2055  4.3875
H  6.3010  -2.7608  3.5708
H  5.7861  -0.5805  0.9686
H  3.5583  0.0385  0.0082
H  3.7763  -1.9312  4.4782
H  2.0494  -1.6656  5.5523
H  0.1426  -1.1360  7.5599
H  0.3534  -2.8531  7.2550
H  -1.8226  -2.3654  8.1234
H  -2.1878  -1.6525  5.1042
H  -1.8687  -1.1203  2.6762
C  1.7685  -5.0142  -2.9672
C  1.6472  -3.4960  -2.7454
P  -0.0349  -2.9469  -2.5338
C  -0.9843  -3.1932  -4.0212
C  -2.4743  -2.8373  -3.9422
C  -0.8492  -3.7679  -1.1513
C  -1.5123  -2.8454  -0.1247
H  2.8173  -5.2640  -3.1126
H  1.2390  -5.3401  -3.8616
H  1.4043  -5.5901  -2.1167
H  2.0480  -2.9457  -3.6021
H  2.1929  -3.1742  -1.8544
H  -0.8568  -4.2777  -4.1585
H  -0.4749  -2.7035  -4.8504
H  -2.9840  -3.3623  -3.1344
H  -2.9501  -3.1450  -4.8714
H  -2.6347  -1.7665  -3.8267
H  -0.1135  -4.4252  -0.6829
H  -1.6055  -4.4190  -1.5966
H  -0.7854  -2.1637  0.3357
H  -1.9410  -3.4501  0.6731
H  -2.3109  -2.2454  -0.5605

***

Q: Which of these has the highest expectation value of S²?
A: C25H32IrN3O6P